Here is a molecular structure, C35H54IrN8O3PS4 from OMol25. Energies are from the ωB97M-V functional and the def2-TZVPD basis.

Geometry as ORCA input:
```
! wB97M-V def2-TZVPD RIJCOSX def2/J DEFGRID3
* xyz 0 1
Ir 0.326 1.390 0.682
S -1.584 2.099 4.729
C -0.885 1.977 3.259
S 0.814 1.871 2.902
S -1.691 1.870 1.719
N -1.170 4.305 -6.539
C -1.185 3.283 -5.605
C -0.161 2.328 -5.584
C -0.138 1.343 -4.617
C -1.138 1.304 -3.650
C -2.168 2.235 -3.668
C -2.191 3.219 -4.639
S -1.042 0.130 -2.345
O -2.255 0.237 -1.582
O -0.663 -1.142 -2.898
N 0.138 0.688 -1.371
C 1.457 0.437 -1.529
N 2.090 0.014 -2.619
C 3.406 -0.143 -2.496
C 4.116 0.128 -1.335
C 3.386 0.612 -0.262
N 2.078 0.759 -0.358
H -0.641 4.139 -7.378
H -2.044 4.776 -6.701
H 0.618 2.365 -6.336
H 0.652 0.604 -4.596
H -2.942 2.184 -2.913
H -2.990 3.951 -4.647
H 3.922 -0.498 -3.382
H 5.184 -0.014 -1.277
H 3.839 0.875 0.687
O 0.194 -0.591 1.334
P -0.431 -1.968 1.395
C 0.155 -2.772 2.925
C 1.541 -3.421 2.790
C 2.675 -2.396 2.721
C 2.606 -1.361 3.865
C 1.474 -1.662 4.839
C 0.137 -1.750 4.106
C -0.006 -2.975 -0.075
C -0.325 -4.495 0.038
C 0.773 -5.368 -0.574
C 1.138 -4.859 -1.966
C 1.646 -3.400 -1.918
C 1.442 -2.772 -0.540
C -2.243 -1.779 1.361
C -2.839 -1.169 2.647
C -3.331 -2.195 3.670
C -4.247 -3.245 3.057
C -3.529 -3.949 1.914
C -3.111 -2.941 0.852
H -0.575 -3.565 3.121
H 1.578 -4.094 1.932
H 1.686 -4.059 3.667
H 2.635 -1.874 1.763
H 3.626 -2.934 2.742
H 2.427 -0.367 3.449
H 3.557 -1.316 4.400
H 1.407 -0.864 5.581
H 1.671 -2.585 5.392
H -0.102 -0.750 3.743
H -0.639 -2.023 4.817
H -0.642 -2.538 -0.855
H -1.242 -4.708 -0.512
H -0.512 -4.800 1.072
H 0.415 -6.398 -0.625
H 1.662 -5.384 0.063
H 0.251 -4.924 -2.604
H 1.888 -5.510 -2.417
H 1.127 -2.790 -2.660
H 2.711 -3.362 -2.164
H 1.674 -1.715 -0.569
H 2.139 -3.214 0.173
H -2.292 -1.011 0.580
H -3.688 -0.551 2.337
H -2.137 -0.481 3.116
H -3.837 -1.657 4.475
H -2.484 -2.706 4.133
H -5.152 -2.762 2.671
H -4.569 -3.965 3.813
H -4.171 -4.706 1.456
H -2.655 -4.483 2.308
H -4.023 -2.482 0.453
H -2.649 -3.445 0.008
C 0.538 4.434 1.067
N 0.430 3.390 -0.020
C -0.814 3.715 -0.817
N -0.784 5.058 -1.354
C -0.667 6.006 -0.245
N 0.557 5.777 0.522
C 1.701 5.911 -0.375
N 1.628 4.956 -1.483
C 1.595 3.613 -0.944
C 0.383 5.196 -2.221
H 1.453 4.243 1.621
H -0.313 4.303 1.731
H -1.667 3.593 -0.156
H -0.868 2.995 -1.627
H -1.528 5.892 0.414
H -0.654 7.022 -0.642
H 2.620 5.736 0.188
H 1.723 6.923 -0.781
H 2.506 3.415 -0.381
H 1.506 2.908 -1.769
H 0.304 4.478 -3.041
H 0.407 6.205 -2.636
*
```

Calculated values
orbital gap	7.48	eV
relative energy (zero: lowest compared OMol25 entry of this formula, charge and spin)	0.000	eV
lowest unoccupied orbital energy	0.078	eV


Here is a molecular structure, C33H49BrNP3Pb from OMol25. Energies are from the ωB97M-V functional and the def2-TZVPD basis.

Geometry as ORCA input:
```
! wB97M-V def2-TZVPD RIJCOSX def2/J DEFGRID3
* xyz 2 1
C 2.068 4.427 -1.478
C 1.070 4.196 -2.460
C 1.472 3.760 -3.751
C 2.838 3.499 -3.957
N 3.731 3.604 -2.964
C 3.411 4.138 -1.776
C -0.332 4.331 -2.063
C -1.444 4.272 -1.512
C -2.474 3.462 -0.857
C -2.624 2.096 -1.294
C -3.489 1.200 -0.609
C -3.752 1.667 0.657
C -3.683 2.928 1.190
C -3.211 3.944 0.275
Pb -2.152 0.448 2.025
P 1.965 -0.561 -0.263
H 0.760 3.607 -4.578
H 1.809 4.801 -0.484
H 3.201 3.170 -4.951
H 4.210 4.318 -1.039
H -3.418 5.028 0.409
H -1.987 1.683 -2.096
H -3.921 3.157 2.290
H -3.736 0.245 -1.038
C 2.763 -2.218 -0.096
C 3.837 -2.709 -1.074
H 1.904 -2.911 -0.176
H 3.141 -2.277 0.943
H 4.077 -3.756 -0.807
H 3.496 -2.684 -2.119
H 4.772 -2.131 -1.027
C 2.045 -0.160 -2.069
C 3.375 0.161 -2.726
H 1.399 0.731 -2.149
H 1.530 -0.991 -2.579
H 3.177 0.375 -3.786
H 3.858 1.049 -2.295
H 4.100 -0.659 -2.685
C 3.241 0.587 0.435
C 4.707 0.177 0.416
H 2.928 0.688 1.488
H 3.093 1.559 -0.064
H 5.273 0.928 0.986
H 4.877 -0.806 0.874
H 5.138 0.130 -0.592
Br -4.457 -0.605 2.507
P -1.759 -2.078 -2.151
C -0.673 -2.945 -3.339
C -1.198 -4.268 -3.869
H 0.254 -3.111 -2.768
H -0.397 -2.252 -4.148
H -0.442 -4.710 -4.530
H -1.405 -4.958 -3.045
H -2.116 -4.134 -4.451
C -2.897 -3.315 -1.366
C -4.259 -3.530 -2.023
H -3.044 -2.918 -0.342
H -2.347 -4.269 -1.257
H -4.816 -4.271 -1.432
H -4.837 -2.596 -2.059
H -4.170 -3.929 -3.041
C -2.843 -0.915 -3.098
C -3.231 -1.357 -4.491
H -2.266 0.020 -3.147
H -3.745 -0.679 -2.516
H -3.803 -0.548 -4.961
H -2.342 -1.576 -5.086
H -3.863 -2.249 -4.461
C -1.897 -1.245 5.225
P -0.733 -0.030 4.553
C -1.091 1.697 5.046
C 0.660 -0.496 5.594
C 0.531 -0.810 6.958
C 1.647 -1.230 7.681
C 2.895 -1.296 7.042
C 3.027 -0.979 5.679
C 1.912 -0.583 4.951
H -2.605 -1.543 4.440
H -2.426 -0.797 6.066
H -1.313 -2.103 5.594
H -1.764 2.167 4.293
H -1.537 1.723 6.048
H -0.116 2.213 5.033
H -0.442 -0.748 7.459
H 1.560 -1.506 8.748
H 3.786 -1.577 7.610
H 4.003 -1.036 5.185
H 1.956 -0.332 3.887
*
```

Calculated values
orbital gap (spin up / spin down)	6.38 / 4.04	eV
lowest unoccupied orbital energy (spin up / spin down)	-6.787 / -8.955	eV


Here is 4 unconnected molecules or ions with the total composition C22H42ClN5O4P from OMol25. Energies are from the ωB97M-V functional and the def2-TZVPD basis.

Geometry as ORCA input:
```
! wB97M-V def2-TZVPD RIJCOSX def2/J DEFGRID3
* xyz 1 1
C 2.143 -4.517 2.805
C 2.258 -3.287 1.975
C 2.537 -1.784 2.561
C 4.070 -1.230 2.701
P 5.683 -2.132 2.266
C 5.484 -3.519 0.981
O 6.657 -0.904 1.429
C 4.228 0.307 3.344
C 2.891 1.173 3.811
C 2.911 2.665 4.487
C 1.435 0.435 3.590
Cl -0.087 1.370 4.133
N 1.297 -0.974 2.977
N -0.015 -1.432 2.840
C -0.389 -1.230 1.380
C -1.991 -0.919 1.140
C -2.785 -2.352 1.357
C -3.324 -2.337 2.927
H 3.035 -4.824 3.515
H 1.159 -5.166 2.653
H 2.100 -3.370 0.794
H 6.536 -3.655 0.440
H 4.621 -3.384 0.204
H 5.286 -4.553 1.545
H 6.168 -0.682 0.560
H 5.284 0.794 3.518
H 2.079 3.300 3.912
H 3.986 3.146 4.338
H 2.597 2.693 5.625
H -0.122 -2.422 3.149
H 0.001 -2.098 0.667
H 0.189 -0.252 1.025
H -2.386 -0.070 1.846
H -2.197 -0.586 0.013
H -3.662 -2.385 0.577
H -1.999 -3.208 1.185
H -3.423 -1.254 3.370
H -2.529 -2.945 3.551
H -4.387 -2.841 2.954
C -3.628 0.927 -2.361
C -4.111 -0.496 -2.297
O -4.329 -1.066 -1.230
N -4.307 -1.158 -3.473
C -4.109 -0.666 -4.816
H -3.519 1.320 -1.347
H -2.654 0.968 -2.856
H -4.355 1.544 -2.896
H -4.632 -2.110 -3.351
H -5.062 -0.738 -5.347
H -3.374 -1.309 -5.308
H -3.760 0.366 -4.835
C 7.451 2.180 2.218
C 6.594 3.411 2.103
O 5.378 3.379 2.275
N 7.206 4.590 1.798
C 8.611 4.830 1.561
H 6.823 1.321 2.465
H 7.949 1.983 1.265
H 8.188 2.312 3.014
H 6.566 5.374 1.738
H 8.956 5.568 2.290
H 8.719 5.241 0.553
H 9.209 3.923 1.649
C -7.921 0.908 -7.738
C -7.413 1.680 -6.552
O -6.460 2.451 -6.632
N -8.046 1.504 -5.357
C -9.173 0.651 -5.062
H -7.318 1.152 -8.616
H -7.838 -0.166 -7.548
H -8.959 1.180 -7.944
H -7.649 2.056 -4.605
H -9.982 1.279 -4.679
H -8.869 -0.057 -4.286
H -9.521 0.103 -5.937
*
```

Calculated values
orbital gap	6.55	eV
relative energy (zero: lowest compared OMol25 entry of this formula, charge and spin)	4.270	eV
lowest unoccupied orbital energy	-4.270	eV


Here is 2 unconnected molecules or ions with the total composition C19H40N2O5S from OMol25. Energies are from the ωB97M-V functional and the def2-TZVPD basis.

Geometry as ORCA input:
```
! wB97M-V def2-TZVPD RIJCOSX def2/J DEFGRID3
* xyz 0 1
C 0.408 -2.946 7.527
N 1.022 -2.344 6.345
C 0.633 -2.585 5.087
O -0.251 -3.392 4.821
C 1.423 -1.857 3.978
C 0.935 -2.092 2.528
C -0.403 -1.419 2.158
C -0.311 0.112 2.150
C -0.815 -1.860 0.751
N 2.878 -2.072 4.064
C 3.580 -3.203 4.169
C 2.903 -4.559 4.209
O 4.797 -3.142 4.241
H -0.631 -2.619 7.607
H 0.423 -4.034 7.440
H 0.949 -2.649 8.426
H 1.802 -1.720 6.479
H 1.281 -0.799 4.187
H 0.834 -3.165 2.365
H 1.696 -1.728 1.836
H -1.178 -1.724 2.859
H -0.139 0.488 3.157
H 0.497 0.437 1.493
H -1.252 0.530 1.793
H -1.807 -1.476 0.523
H -0.854 -2.949 0.705
H -0.101 -1.492 0.013
H 3.461 -1.250 4.015
H 3.660 -5.330 4.075
H 2.418 -4.698 5.172
H 2.172 -4.638 3.409
C -5.171 -0.744 -0.407
C -4.195 -0.370 -1.522
C -3.250 0.747 -1.066
C -2.125 0.982 -2.086
C -1.081 1.944 -1.506
C 0.227 1.999 -2.313
C 0.304 3.140 -3.341
C -0.327 2.781 -4.692
C 0.243 3.636 -5.839
C 1.472 3.005 -6.541
S 3.107 3.455 -5.906
O 3.490 2.736 -4.687
O 4.134 3.322 -6.944
O 3.043 5.057 -5.599
H -4.629 -1.131 0.462
H -5.862 -1.517 -0.757
H -5.755 0.129 -0.097
H -3.615 -1.257 -1.797
H -4.751 -0.043 -2.407
H -3.816 1.674 -0.922
H -2.815 0.473 -0.102
H -2.535 1.383 -3.017
H -1.645 0.024 -2.313
H -1.511 2.945 -1.404
H -0.824 1.600 -0.499
H 1.038 2.166 -1.597
H 0.429 1.035 -2.791
H 1.359 3.370 -3.490
H -0.162 4.047 -2.942
H -0.175 1.720 -4.916
H -1.407 2.944 -4.620
H -0.547 3.731 -6.591
H 0.468 4.650 -5.488
H 1.406 1.917 -6.538
H 1.472 3.335 -7.581
H 3.973 5.286 -5.725
*
```

Calculated values
orbital gap	10.08	eV
SMILES	CNC(=O)[C@H](CC(C)C)NC(C)=O.CCCCCCCCCCS(=O)(=O)O
lowest unoccupied orbital energy	0.554	eV